No. 1
DFT (ωB97M-V/def2-TZVPD) results for a structure of composition C28H15Cl5GeN3O2Tc.

XYZ file:
```
55
Properties=species:S:1:pos:R:3:forces:R:3:mulliken_charge:R:1
Tc -0.827988 -0.620636 1.921057 0.495 0.322 0.001 0.00
Cl -7.569203 -2.910193 3.149739 0.049 -0.015 0.033 -0.21
C -5.889798 -2.526495 3.281589 -0.040 -0.014 -0.074 0.36
C -5.151666 -2.216107 2.145673 -0.083 -0.047 -0.131 -0.15
Cl -5.882521 -2.258185 0.580720 0.004 0.031 0.053 -0.21
C -3.818478 -1.880417 2.269281 0.054 0.098 -0.430 0.34
Cl -2.858432 -1.431820 0.865534 -0.492 -0.226 0.123 -0.19
C -3.139800 -1.830855 3.493715 0.871 0.169 0.117 0.22
O -1.897562 -1.478381 3.579391 -0.797 -0.136 0.104 -0.76
C -3.899906 -2.197370 4.625174 -0.162 -0.062 0.175 0.24
Cl -3.080544 -2.213403 6.138172 -0.062 0.021 -0.006 -0.17
C -5.244541 -2.519668 4.520568 0.048 -0.032 0.111 0.05
Cl -6.139437 -2.928134 5.940564 0.031 0.017 -0.049 -0.19
O 0.516705 0.120704 3.244801 0.325 0.258 0.173 -0.65
N 1.005059 1.325936 3.352089 -0.522 -0.683 -0.217 -0.20
C 2.116564 1.366710 4.015260 0.827 0.274 0.424 0.62
C 2.695663 2.677435 4.256346 -0.254 -0.857 -0.131 0.10
N 3.170437 3.701537 4.469828 0.063 0.150 -0.007 -0.53
C 2.810179 0.180109 4.502914 -0.458 0.823 -0.275 0.24
N 3.394898 -0.731019 4.883000 0.119 -0.167 0.088 -0.47
C -0.095488 -0.233197 0.437988 -0.011 0.068 -0.128 0.04
Ge 0.807946 0.207937 -1.206450 -0.289 0.047 0.034 1.90
C -0.392801 1.332703 -2.252418 -0.227 0.180 -0.122 0.18
C -1.705588 0.908016 -2.480124 0.065 0.110 -0.018 -0.41
C -2.597128 1.695098 -3.196772 0.075 -0.005 0.009 -0.67
C -2.188317 2.926779 -3.695868 0.017 -0.031 0.034 -0.40
C -0.887144 3.359752 -3.485277 0.027 -0.082 0.033 -0.60
C 0.004397 2.565757 -2.768838 -0.093 -0.043 -0.035 -0.24
C 2.359585 1.244427 -0.722292 0.347 0.185 0.196 0.00
C 2.126000 2.405506 0.024054 0.178 -0.022 -0.052 -0.36
C 3.184324 3.180626 0.480033 -0.035 -0.105 -0.052 -0.78
C 4.491405 2.801715 0.200666 -0.007 -0.016 0.004 -0.45
C 4.739004 1.646583 -0.526957 -0.076 -0.016 -0.019 -0.66
C 3.678496 0.868867 -0.981481 -0.042 0.123 0.083 -0.32
C 1.171589 -1.381342 -2.248515 0.094 -0.393 -0.166 0.04
C 0.309641 -2.472690 -2.105570 0.163 -0.036 -0.061 -0.32
C 0.479697 -3.620432 -2.871538 0.023 0.076 0.017 -0.69
C 1.527541 -3.699599 -3.779539 0.000 0.025 0.026 -0.37
C 2.398306 -2.627650 -3.927524 -0.062 0.028 0.065 -0.71
C 2.213486 -1.473103 -3.175334 -0.142 -0.066 -0.027 -0.12
H -2.042130 -0.045614 -2.084077 0.011 0.021 -0.002 0.23
H -3.611239 1.351438 -3.362827 0.012 0.011 0.022 0.39
H -2.887071 3.550617 -4.239661 0.008 -0.014 -0.021 0.36
H -0.564485 4.317614 -3.875714 -0.002 -0.006 0.015 0.37
H 1.017743 2.917249 -2.605483 -0.024 0.000 0.013 0.33
H 1.110105 2.695046 0.272340 0.010 -0.021 0.004 0.46
H 2.992138 4.065499 1.070533 -0.017 0.034 0.046 0.44
H 5.316034 3.398777 0.569954 -0.003 -0.002 -0.008 0.38
H 5.758430 1.341557 -0.731225 -0.014 -0.002 0.010 0.38
H 3.890513 -0.046585 -1.520248 -0.002 0.014 0.027 0.33
H -0.489903 -2.431935 -1.372660 0.024 0.002 0.001 0.30
H -0.200013 -4.456004 -2.751490 0.022 0.021 0.002 0.40
H 1.667371 -4.597128 -4.369422 0.005 0.000 0.006 0.36
H 3.223680 -2.691151 -4.626457 -0.027 0.013 -0.019 0.38
H 2.884249 -0.634880 -3.327222 -0.024 -0.020 0.000 0.37
```
Forces are in eV/Å.

Total charge ... -1
Energy ... -5849.35791 hartree
Lowest unoccupied orbital energy (alpha / beta) ... 2.149 / 2.144 eV
Strongest force on any atom ... 0.98 eV Å⁻¹
Relative energy (zero: lowest compared OMol25 entry of this formula, charge and spin) ... 0.00 kcal/mol
Spin multiplicity ... 2
<S²> ... 0.7815
Orbital gap (alpha / beta) ... 7.00 / 6.55 eV

=====

No. 2
DFT (ωB97M-V/def2-TZVPD) results for a structure of composition C28H16BBr4F4GaIO2P.

XYZ file:
```
58
Properties=species:S:1:pos:R:3:forces:R:3:mulliken_charge:R:1
Ga 0.142591 -2.180189 -0.186457 0.276 -0.058 0.007 1.21
I -2.926695 -0.977507 -2.302801 0.141 -0.015 0.040 0.17
C -3.885254 0.512880 -1.217720 0.038 -0.155 -0.126 -0.17
C -5.244409 0.544454 -1.355266 -0.085 0.064 0.066 -0.57
C -6.000218 1.616222 -0.844162 -0.002 -0.074 -0.047 -0.74
C -5.350342 2.663366 -0.273529 0.018 0.019 0.003 -0.89
C -3.941858 2.652979 -0.120775 -0.011 -0.036 0.032 1.09
C -3.320623 3.806075 0.405181 0.024 0.042 0.010 -0.77
C -1.969125 3.864848 0.533884 0.015 0.023 -0.014 -1.33
C -1.209880 2.723909 0.236795 -0.036 -0.018 -0.004 -0.66
C -1.762929 1.546844 -0.216623 0.129 -0.058 -0.178 1.27
P -0.418560 0.235291 -0.129239 -0.143 -0.002 -0.034 0.62
C 0.095810 0.486686 1.601269 -0.052 -0.031 -0.003 0.72
C 1.114370 1.328806 2.026740 0.080 -0.002 0.034 -0.06
C 1.373582 1.465506 3.381693 -0.001 -0.005 -0.022 -0.98
C 0.622257 0.764886 4.314614 0.008 -0.001 -0.010 -0.56
C -0.390974 -0.082486 3.891630 0.011 0.007 0.026 -0.88
C -0.650101 -0.224321 2.538021 -0.036 0.019 -0.046 -0.70
C 0.823723 0.858489 -1.297976 0.049 0.096 0.105 0.89
C 2.188830 0.719773 -1.045520 0.023 0.020 -0.040 0.29
C 3.110556 1.160567 -1.984500 -0.014 0.005 -0.007 -0.98
C 2.679229 1.727573 -3.174569 -0.025 -0.016 -0.012 -0.67
C 1.320233 1.857115 -3.431542 0.028 0.006 0.018 -0.69
C 0.392370 1.428586 -2.496598 -0.019 -0.046 0.004 -0.78
C -3.164310 1.519611 -0.518901 -0.066 0.053 0.104 0.50
H -5.742236 -0.249767 -1.894041 -0.002 0.014 -0.014 0.43
H -7.075732 1.620886 -0.961732 0.019 -0.012 0.017 0.39
H -5.894279 3.536815 0.064203 0.015 -0.008 0.011 0.36
H -3.943640 4.650035 0.675686 0.001 -0.022 0.012 0.38
H -1.475433 4.754569 0.901337 -0.004 -0.011 -0.024 0.44
H -0.146523 2.784668 0.414587 0.039 -0.016 0.013 0.31
H 1.736063 1.856876 1.313996 -0.062 0.019 0.004 0.40
H 2.178975 2.111859 3.706934 -0.012 -0.010 0.000 0.49
H 0.836927 0.868438 5.370172 -0.008 0.005 -0.006 0.41
H -0.974042 -0.639444 4.613102 0.005 -0.005 -0.013 0.46
H -1.438713 -0.896661 2.212181 -0.009 0.004 0.021 0.42
H 2.529679 0.273897 -0.121730 0.015 -0.003 -0.031 -0.09
H 4.168281 1.055920 -1.780683 -0.005 -0.006 0.009 0.50
H 3.401741 2.066016 -3.905960 -0.006 -0.002 0.008 0.40
H 0.980248 2.297742 -4.359517 0.003 -0.015 0.001 0.45
H -0.666241 1.530015 -2.703309 0.015 0.030 0.019 0.33
Br 6.790934 -2.563399 1.202514 -0.023 0.009 -0.003 -0.18
C 5.062666 -2.885646 0.522479 -0.080 -0.034 -0.050 0.00
C 4.838292 -3.908100 -0.397129 -0.037 0.060 0.073 0.30
Br 6.255149 -5.013352 -0.962251 -0.013 0.011 -0.013 -0.17
C 3.550903 -4.122416 -0.904551 0.077 -0.041 -0.036 -0.19
Br 3.161727 -5.455575 -2.172405 0.011 0.020 0.015 -0.10
C 2.499311 -3.332271 -0.478005 -0.078 -0.008 0.047 0.21
O 1.249017 -3.459760 -0.922578 0.061 0.087 -0.322 -0.42
C 2.714656 -2.325642 0.475349 -0.010 0.058 -0.090 0.46
O 1.637538 -1.605300 0.822983 -0.151 -0.091 0.180 -0.38
C 3.991943 -2.088469 0.947143 0.076 0.000 0.039 -0.11
Br 4.212821 -0.653468 2.152388 -0.012 -0.019 0.010 -0.09
F -1.020983 -5.326242 -0.382073 -0.057 0.122 0.003 -0.29
B -1.667975 -4.155349 -0.478147 -0.224 -0.028 -0.242 0.56
F -1.198482 -3.244874 0.698071 0.074 0.114 0.212 -0.35
F -3.018120 -4.198278 -0.459877 0.186 0.114 0.038 -0.32
F -1.162746 -3.303689 -1.542784 -0.156 -0.171 0.207 -0.37
```
Forces are in eV/Å.

Energy ... -14511.57325 hartree
Lowest unoccupied orbital energy ... -0.750 eV
Strongest force on any atom ... 0.34 eV Å⁻¹
Relative energy (zero: lowest compared OMol25 entry of this formula, charge and spin) ... 20.83 kcal/mol
Orbital gap ... 7.18 eV

=====

No. 3
DFT (ωB97M-V/def2-TZVPD) results for a structure of composition C28H16Cl6IrN4O3 at a distorted geometry.

XYZ file:
```
58
Properties=species:S:1:pos:R:3:forces:R:3:mulliken_charge:R:1
Ir 0.146627 0.015662 0.055084 0.314 -0.748 0.181 1.11
C 8.562867 -5.882183 -8.899699 0.019 0.059 0.081 -0.85
O 7.148461 -5.999190 -8.861958 -0.049 -0.171 -0.190 -0.46
C 6.456307 -5.344825 -7.919048 -0.093 0.177 0.289 0.87
C 7.020187 -4.522822 -6.943030 0.150 -0.070 -0.107 -0.43
C 6.205851 -3.887108 -6.025835 -0.208 0.059 0.126 -0.79
C 4.822199 -4.051544 -6.046660 0.157 -0.233 -0.260 0.39
C 4.269306 -4.896488 -7.015519 -0.012 0.120 0.143 -0.47
C 5.070616 -5.529647 -7.935276 0.024 -0.136 -0.156 -0.76
C 4.018842 -3.355316 -5.056335 -0.071 0.267 0.377 0.28
N 4.502864 -2.537568 -4.143461 0.317 0.018 -0.004 -0.82
C 3.439278 -2.107174 -3.416782 -0.272 -0.192 -0.166 0.73
C 2.265163 -2.667609 -3.892461 0.198 0.134 0.129 -0.28
N 2.656494 -3.460596 -4.937135 -0.112 -0.159 -0.164 -0.12
C 0.983435 -2.369756 -3.354143 0.314 0.290 -0.037 0.82
C -0.243104 -2.884539 -3.782588 -0.102 0.075 0.110 -0.40
C -1.392789 -2.463695 -3.160097 0.063 -0.065 -0.302 -1.00
C -1.311011 -1.514266 -2.150960 -0.224 0.347 0.189 -0.10
N -0.164020 -0.998678 -1.734757 0.160 -1.200 0.083 -0.19
C 0.984150 -1.452326 -2.286560 -0.483 0.048 -0.507 0.08
C 2.188536 -0.943504 -1.725546 0.605 0.192 0.241 0.66
N 2.078330 -0.183016 -0.592225 -0.155 -0.090 -0.301 -0.63
C 3.182305 0.335198 -0.075368 -0.162 0.081 0.386 0.52
C 4.447884 0.124299 -0.612067 0.190 -0.254 -0.252 -0.95
C 4.590837 -0.681719 -1.714192 0.052 0.177 0.232 -0.33
C 3.440553 -1.227903 -2.288072 -0.437 -0.269 -0.182 0.00
H 8.887246 -6.505312 -9.726914 0.009 0.010 0.003 0.24
H 9.013074 -6.245154 -7.973382 -0.008 0.004 0.003 0.35
H 8.868334 -4.849284 -9.079425 -0.010 0.003 0.008 0.35
H 8.090456 -4.385350 -6.889482 -0.007 0.034 -0.012 0.40
H 6.628256 -3.251131 -5.260585 0.085 0.007 -0.038 0.47
H 3.200451 -5.071031 -7.054269 -0.007 -0.009 -0.049 0.27
H 4.656679 -6.191161 -8.684094 -0.040 0.026 -0.004 0.43
H 2.054721 -4.028800 -5.507091 0.063 -0.020 -0.040 0.20
H -0.294686 -3.605571 -4.587415 0.028 -0.025 0.007 0.46
H -2.355867 -2.848630 -3.460785 -0.038 0.039 0.052 0.45
H -2.210603 -1.150122 -1.671973 0.011 -0.034 0.050 0.31
H 3.058677 0.930374 0.810324 -0.054 -0.038 0.019 -0.31
H 5.308953 0.567146 -0.134082 -0.051 0.056 0.061 0.47
H 5.562642 -0.908586 -2.130539 -0.024 -0.009 -0.075 0.62
Cl 2.455452 2.516332 2.336772 0.135 -0.032 -0.046 -0.26
C 0.767737 2.217202 2.509781 -0.172 -0.042 0.113 1.07
C 0.055881 1.429077 1.603107 -0.278 -0.630 0.545 -1.03
C -1.311732 1.377487 1.857577 0.458 0.552 0.498 1.10
Cl -2.156439 0.377485 0.690750 -0.112 -0.375 -0.140 -0.25
C -1.990215 1.971777 2.895785 -0.223 0.065 0.034 -0.59
Cl -3.687324 1.811184 3.055882 0.000 -0.044 -0.044 -0.16
C -1.234157 2.704451 3.808448 0.095 -0.034 -0.032 0.64
Cl -1.996116 3.460958 5.134244 -0.041 0.000 0.022 -0.15
C 0.144105 2.815685 3.616329 0.022 0.096 -0.136 -0.31
Cl 1.066899 3.710206 4.750469 -0.032 0.021 -0.015 -0.15
Cl 2.088367 -4.066532 2.377225 0.093 -0.090 0.135 -0.16
C 0.421114 -4.039300 1.762947 -0.033 0.623 -0.087 -0.56
C 0.396494 -2.965327 0.661899 0.118 -1.098 -0.051 0.72
O 0.634827 -3.283177 -0.481872 -0.047 0.236 0.059 -0.51
O 0.130426 -1.792443 1.156262 -0.142 2.332 -0.798 -0.64
H -0.245556 -3.778262 2.578429 0.030 -0.101 0.052 0.30
H 0.191890 -5.007850 1.334030 -0.012 0.020 -0.032 0.33
```
Forces are in eV/Å.

Total charge ... +1
Energy ... -4386.66271 hartree
Lowest unoccupied orbital energy (alpha / beta) ... -5.015 / -5.015 eV
Strongest force on any atom ... 2.47 eV Å⁻¹
Relative energy (zero: lowest compared OMol25 entry of this formula, charge and spin) ... 5.23 kcal/mol
Orbital gap (alpha / beta) ... 5.20 / 5.20 eV

=====

No. 4
DFT (ωB97M-V/def2-TZVPD) results for a structure of composition C28H16N2O10Rb at a distorted geometry.

XYZ file:
```
57
Properties=species:S:1:pos:R:3:forces:R:3:mulliken_charge:R:1
Rb 7.530854 -19.756733 13.169498 0.955 -0.809 0.075 0.96
N 10.945565 -19.658005 11.224379 3.867 -4.495 3.008 0.91
O 9.814040 -19.195516 11.358150 -1.587 1.353 -0.876 -0.65
O 11.177737 -20.823919 10.800948 -2.341 0.068 -2.554 -0.57
O 11.951633 -19.260158 11.837997 -0.361 3.479 -0.025 -0.66
N 10.924366 -21.792884 14.075959 2.002 1.945 -2.179 0.88
O 11.097632 -22.673084 13.256993 -2.399 -3.079 -1.047 -0.62
O 11.983109 -21.263977 14.393786 1.152 1.754 2.942 -0.65
O 9.825653 -21.253914 14.348375 -0.969 -0.506 0.465 -0.58
C 3.799766 -25.036022 9.592567 0.971 -1.858 -2.503 -0.53
C 3.806660 -24.028826 10.457295 -1.362 1.205 2.344 -0.41
C 4.847471 -23.154350 10.595125 -0.339 0.835 0.187 -0.56
C 5.922760 -23.225556 9.753350 0.815 0.292 0.657 0.70
C 5.943995 -24.218550 8.762334 -1.308 -1.160 -0.865 0.17
C 4.836430 -25.101701 8.650472 0.454 0.522 0.688 -0.57
C 6.935077 -24.255916 7.663728 0.224 -1.686 -4.027 0.44
O 6.884477 -25.076039 6.666104 -0.110 2.397 3.999 -0.74
C 7.887238 -23.115125 7.578202 -1.815 -0.750 1.906 0.55
C 8.731256 -22.990131 6.543784 1.916 0.919 -1.846 -0.41
C 9.525471 -21.838318 6.398725 -0.264 0.088 0.483 -0.41
C 9.511702 -20.821232 7.372382 -0.153 -1.459 -0.076 -0.66
C 8.710546 -21.022628 8.494607 -0.124 -0.143 -0.617 -0.43
C 7.842412 -22.127859 8.549798 0.490 2.117 3.130 0.24
C 6.954493 -22.145787 9.849028 0.166 3.304 0.215 0.28
O 6.925561 -21.172915 10.707478 0.109 -4.624 -3.730 -0.57
H 3.030510 -25.794071 9.593615 -0.263 0.149 -0.172 0.44
H 2.931585 -23.894174 11.075763 0.016 -0.009 0.377 0.29
H 4.746690 -22.346859 11.305192 0.347 0.026 0.082 0.27
H 4.735970 -25.782022 7.817718 0.506 -0.129 0.015 0.42
H 8.822300 -23.786207 5.819648 -0.187 -0.023 -0.068 0.45
H 10.162227 -21.785388 5.528004 0.159 0.150 -0.012 0.36
H 10.187211 -19.978567 7.374589 0.016 0.025 -0.290 0.43
H 8.794115 -20.305030 9.297403 -0.246 -0.127 0.359 0.29
C 7.851867 -22.695875 19.455559 0.614 -2.038 0.749 -0.61
C 7.923208 -21.658678 18.581885 0.265 1.624 -0.489 -0.56
C 7.549199 -21.826375 17.275608 -0.633 1.561 -0.125 -0.45
C 7.177323 -23.026555 16.730256 -0.667 -2.508 0.442 0.56
C 7.188070 -24.165068 17.628849 0.035 -0.032 -1.247 0.09
C 7.485341 -23.923280 18.965649 -0.099 -1.005 -0.155 -0.27
C 6.936343 -25.569801 17.158894 -1.407 2.437 -1.370 0.33
O 7.024748 -26.529711 17.889535 0.366 -1.679 1.199 -0.77
C 6.360863 -25.673265 15.779212 0.402 2.088 -0.301 0.05
C 5.801939 -26.833968 15.288900 -0.171 -0.800 -1.556 -0.40
C 5.374803 -26.996613 13.935687 0.463 0.085 2.641 -0.86
C 5.450114 -25.933691 13.023191 0.305 -0.641 1.655 0.06
C 5.923486 -24.727040 13.537060 -0.276 0.109 -0.228 -0.09
C 6.322304 -24.524267 14.892591 0.452 0.828 -0.036 -0.06
C 6.740882 -23.137489 15.347817 0.417 0.177 -1.124 -0.09
O 6.810966 -22.089965 14.601202 -0.943 -1.760 0.520 -0.64
H 8.277048 -22.808420 20.441942 -0.139 1.057 0.380 0.28
H 8.271096 -20.674564 18.859187 -0.024 0.122 0.287 0.35
H 7.365886 -20.939840 16.686678 0.592 0.011 -0.355 0.28
H 7.493577 -24.765191 19.642049 -0.019 -0.243 -0.030 0.39
H 5.760926 -27.668581 15.973105 -0.040 -0.241 -0.004 0.40
H 4.988569 -27.988456 13.752715 -0.139 0.008 -0.681 0.31
H 5.130856 -26.196112 12.025382 0.155 0.810 -0.357 0.30
H 5.973355 -23.881993 12.866389 0.154 0.258 0.140 0.36
```
Forces are in eV/Å.

Total charge ... -2
Energy ... -1962.39814 hartree
Lowest unoccupied orbital energy (alpha / beta) ... 2.387 / 2.390 eV
Strongest force on any atom ... 6.65 eV Å⁻¹
Spin multiplicity ... 2
<S²> ... 0.7755
Orbital gap (alpha / beta) ... 2.86 / 3.79 eV

=====

> Which of these has the lowest energy?

C28H16BBr4F4GaIO2P